Molecular formula: C33H33BrClN2O2PdSb
Method: DFT, ωB97M-V/def2-TZVPD

Last column: Mulliken charge in e.
Element x y z (Å)
C  -6.490  -0.500  -1.162  -0.44
H  6.322  0.441  -1.937  0.40
H  0.310  -5.472  0.200  0.44
C  3.557  -0.193  3.427  -1.27
H  -5.685  -0.648  -3.147  0.39
C  0.625  1.647  2.637  -0.90
Cl  0.520  -4.807  -4.596  -0.22
C  0.391  -4.784  -0.630  -0.89
C  -2.319  -0.625  0.047  0.18
C  0.490  -3.423  -0.392  -0.40
H  3.503  -1.056  1.426  0.44
H  -1.082  2.417  1.517  0.03
Pd  0.600  -0.451  -1.126  0.19
H  3.431  0.695  1.449  0.36
H  1.315  -2.386  3.199  0.42
H  -1.600  -1.392  3.498  0.16
H  -1.775  1.099  -1.801  0.58
C  0.502  -4.313  -2.940  -0.11
C  -1.111  4.816  -0.972  -0.86
C  -0.849  -2.176  3.391  -0.98
Br  -4.674  -0.400  2.510  -0.17
C  -0.272  2.546  -1.313  -0.36
H  -6.984  -0.364  0.920  0.40
C  0.565  -1.597  3.311  -0.89
H  -3.343  -0.762  -2.353  0.33
H  0.815  -1.036  4.215  0.59
C  5.266  0.239  -1.811  -0.89
C  0.603  -2.967  -2.632  -0.74
H  3.262  -1.103  3.954  0.29
C  1.314  4.332  -0.939  -1.19
H  -0.939  -2.855  4.245  0.43
H  3.110  -2.361  -1.649  0.37
C  0.398  -5.245  -1.929  -0.28
H  -1.112  -2.736  2.490  0.18
C  3.084  -0.205  1.968  -0.68
H  -1.536  1.492  2.933  0.20
H  -3.645  2.667  -1.593  0.48
C  -2.630  3.016  -1.437  -0.46
H  0.697  -2.226  -3.405  0.60
H  -7.523  -0.466  -1.487  0.39
C  -4.872  -0.491  0.625  0.18
H  0.474  -3.019  0.612  0.36
C  -4.153  -0.666  -1.646  -0.33
H  -0.891  3.129  3.126  0.43
C  2.312  3.430  -1.099  -0.77
H  1.533  5.374  -0.733  0.43
C  2.537  -0.287  -1.493  0.16
C  -2.389  4.376  -1.139  -0.72
O  -1.958  -0.383  1.193  -0.09
H  1.343  2.327  2.168  0.44
C  -5.464  -0.608  -2.087  -0.84
H  5.492  -1.894  -1.928  0.42
H  3.347  3.737  -1.031  0.35
C  -3.815  -0.605  -0.289  0.54
H  0.323  -6.300  -2.158  0.45
H  3.141  0.657  3.976  0.28
C  2.005  2.067  -1.319  1.15
H  -0.909  5.865  -0.776  0.41
C  4.374  1.286  -1.652  -0.56
C  3.442  -1.332  -1.652  -0.09
C  4.797  -1.070  -1.811  -0.90
H  -3.216  5.072  -1.066  0.40
Sb  0.922  -0.249  1.649  0.68
H  4.741  2.305  -1.670  0.34
H  0.934  1.499  3.674  0.52
N  0.601  -2.535  -1.368  0.62
N  0.760  1.634  -1.368  -0.13
C  -0.025  3.917  -1.063  1.87
H  4.648  -0.119  3.492  0.41
C  -0.802  2.201  2.551  -0.77
C  3.016  1.027  -1.490  0.66
C  -6.191  -0.445  0.188  -0.64
O  -1.565  -0.883  -0.967  -0.71
C  -1.600  2.126  -1.535  -0.65

Forces on the atoms, in the same order (eV/Å):
-0.03 -0.02 -0.03
-0.04 -0.01 0.00
-0.01 0.04 0.01
0.02 0.02 -0.16
0.03 -0.02 0.03
-0.32 -0.11 -0.08
-0.01 0.02 0.00
0.01 0.05 0.26
-0.06 -0.16 -0.43
-0.06 -0.08 0.38
0.02 0.01 0.00
-0.01 -0.03 0.01
-0.26 -0.38 -0.25
0.03 -0.07 -0.02
-0.02 0.00 0.05
0.05 -0.07 -0.04
-0.03 -0.19 0.05
0.03 0.21 -0.21
0.13 0.10 0.03
0.10 0.00 0.11
0.16 -0.02 0.00
0.04 0.15 0.07
0.03 0.00 -0.02
-0.22 0.14 -0.11
0.02 -0.01 0.01
-0.01 -0.09 -0.02
0.07 0.00 -0.01
0.00 -0.24 -0.01
0.00 0.06 -0.02
0.08 0.21 0.05
0.00 0.02 -0.05
-0.01 -0.02 0.03
-0.04 -0.25 -0.03
0.00 0.07 0.03
-0.10 0.10 0.26
0.01 0.00 -0.01
0.05 0.04 -0.01
-0.10 0.13 0.03
0.02 0.09 -0.12
0.03 0.02 0.03
0.16 -0.01 -0.16
-0.01 -0.01 0.06
-0.10 0.03 0.07
0.00 -0.04 -0.05
0.33 0.03 0.02
-0.01 -0.06 -0.02
-0.62 -0.16 0.18
-0.20 -0.11 -0.03
0.09 0.11 0.13
0.00 0.02 0.04
0.04 0.00 0.00
-0.03 0.04 -0.02
-0.05 -0.04 0.01
0.00 -0.03 -0.11
0.01 0.06 0.01
0.02 -0.07 -0.03
0.31 0.05 -0.05
0.02 -0.10 0.00
0.07 0.06 -0.02
0.14 0.06 0.00
-0.04 0.01 0.02
0.01 -0.06 0.00
0.52 -0.06 0.57
0.01 -0.05 0.02
-0.01 0.06 -0.03
0.11 -0.03 -0.67
-0.64 0.29 -0.16
-0.20 -0.23 -0.03
-0.08 0.00 0.00
0.19 0.04 0.08
0.21 0.03 0.00
-0.02 0.01 0.01
0.03 0.39 0.39
0.11 0.03 0.00

Values from the calculation:
DFT total energy = -134414.854 eV
E_HOMO = -6.75 eV
Total charge = 0
Relative energy (zero: lowest compared OMol25 entry of this formula, charge and spin) = 0.155 eV